ORCA calculation (ωB97M-V with the def2-TZVPD basis set) on a molecular structure, C20H29N7NdO3S2 at a distorted geometry.

Summary:
Relative energy (zero: lowest compared OMol25 entry of this formula, charge and spin) in kJ/mol: 330.6
LUMO (alpha / beta) in Ha: 0.0827 / 0.0826
Highest occupied orbital energy (alpha / beta) in eV: -0.91 / -1.03
Charge: -1
Spin multiplicity: 4
DFT total energy in hartree: -2746.44735

```
62
Properties=species:S:1:pos:R:3:forces:R:3
Nd -0.3833 -0.0924 0.1020 2.427 -1.254 0.311
S -0.7376 -0.1208 2.9866 0.068 0.319 0.219
C 0.5393 1.0684 2.9158 -0.580 -0.379 -0.785
C 1.3166 1.3623 4.0337 0.819 0.623 0.312
C 2.3618 2.2769 3.9335 -0.641 -0.379 -0.293
C 2.5819 2.8985 2.6984 0.191 0.060 0.304
C 1.7817 2.5554 1.6358 -0.685 -0.467 -0.074
N 0.7767 1.6513 1.7042 0.602 0.310 0.659
H 1.0951 0.8461 4.9589 0.037 0.041 -0.040
H 2.9881 2.5019 4.7886 -0.024 -0.010 -0.014
H 3.3798 3.6164 2.5619 -0.003 -0.010 0.001
H 1.9562 2.9963 0.6587 -0.005 -0.013 0.003
N -0.7278 2.5702 -0.9115 0.151 -0.292 -0.052
N -0.2940 2.4410 -2.2419 0.144 -0.136 0.058
C -0.6226 1.2315 -2.9025 -0.020 -0.565 0.139
O -0.5342 1.2272 -4.1267 -0.134 -0.051 0.205
O -0.9404 0.2637 -2.1126 -0.018 0.604 -0.936
H -1.6747 2.9122 -0.8615 -0.356 0.122 0.096
H -0.1202 3.2011 -0.4167 0.179 0.107 0.182
H -0.4209 3.2387 -2.8355 -0.061 0.274 -0.202
C 0.5137 -2.2251 -3.1519 0.073 -0.130 -0.063
N 0.4443 -3.4779 -2.4041 -0.329 0.189 -0.219
C -0.1716 -3.5767 -1.2240 0.832 0.267 0.389
N -0.1044 -4.8014 -0.5962 -0.228 -0.197 -0.125
O -0.7730 -2.6445 -0.6799 -0.801 0.103 -0.193
H 1.0405 -2.4198 -4.0860 -0.020 -0.013 0.031
H 1.0468 -1.4808 -2.5665 0.091 0.044 0.111
H -0.4758 -1.8381 -3.3679 -0.102 -0.005 -0.002
H 0.9992 -4.2501 -2.7127 0.123 -0.101 -0.013
H 0.6692 -5.3978 -0.8356 0.101 0.010 0.006
H -0.2656 -4.7272 0.3919 0.030 0.056 0.181
N -3.4799 -2.7002 -0.2834 0.312 -0.274 -0.293
C -3.8143 -1.4099 -0.0852 -0.420 -0.122 -0.138
N -3.0186 -0.5024 0.3556 -0.124 0.827 0.300
C -3.7066 0.7125 0.5146 0.176 -0.412 0.148
C -3.1850 1.8712 1.0691 0.070 0.290 0.083
C -3.9851 3.0007 1.1468 0.093 0.023 0.040
C -5.3082 2.9867 0.7035 0.084 0.164 0.079
C -5.8567 1.8260 0.2006 -0.058 -0.282 -0.103
C -5.0445 0.6999 0.1248 -0.282 -0.005 -0.106
S -5.4657 -0.9073 -0.3780 -0.341 -0.028 -0.170
H -2.4603 -2.8232 -0.3804 -0.089 -0.075 0.134
H -3.9869 -3.1508 -1.0274 -0.139 -0.118 0.044
H -2.1851 1.8653 1.4814 0.090 0.033 0.047
H -3.5785 3.9044 1.5845 -0.003 -0.020 -0.006
H -5.9171 3.8793 0.7769 0.038 -0.007 0.004
H -6.8929 1.7913 -0.1177 0.080 -0.026 0.019
C 3.9776 -0.5778 1.2375 0.238 0.026 0.024
C 3.2075 -0.8881 -0.0584 -0.270 -0.039 0.096
C 3.9616 -2.0183 -0.7868 0.215 -0.005 -0.092
C 3.2580 0.3605 -0.9418 0.054 0.126 -0.085
C 1.7631 -1.2550 0.2445 -1.222 1.150 -0.350
H 5.0214 -0.2686 1.0388 -0.125 -0.055 0.075
H 3.9970 -1.4652 1.8807 0.002 0.077 -0.043
H 3.4739 0.2214 1.7875 0.028 -0.044 -0.026
H 5.0245 -1.7629 -0.9706 -0.185 -0.072 0.023
H 3.4832 -2.2264 -1.7508 0.030 0.014 0.092
H 3.9227 -2.9334 -0.1856 0.003 0.066 -0.054
H 4.2857 0.6100 -1.2491 -0.108 0.013 0.030
H 2.8497 1.2196 -0.3959 0.048 -0.097 -0.090
H 2.6554 0.2173 -1.8468 0.041 -0.013 0.046
H 1.7592 -2.0831 0.9748 -0.098 -0.243 0.077
```
Positions in Å, forces in eV/Å.